ORCA calculation (wB97M-V/def2-TZVPD) on a 2-piece molecular cluster, ClH8NSi3 overall at a distorted geometry.

Summary:
- LUMO (eV) = -1.35
- relative energy (zero: lowest compared OMol25 entry of this formula, charge and spin) (kcal per mole) = 84.0
- strongest force on any atom (eV Å⁻¹) = 3.9
- E_tot (Eh) = -1388.1252
- orbital gap (eV) = 6.964
- E_HOMO (eV) = -8.3146

Atoms and positions in Å:
N1 0.37 -0.12 0.15
Si1 0.23 -1.84 0.06
Si2 1.17 1.10 -0.68
Si3 -2.25 0.70 0.82
Cl1 -3.26 -0.14 -0.59
H1 1.53 -2.44 -0.17
H2 -0.88 -2.12 -1.01
H3 -0.15 -2.33 1.48
H4 0.33 1.57 -2.02
H5 2.50 0.79 -0.96
H6 1.07 2.22 0.13
H7 -1.48 1.87 0.45
H8 -2.78 0.23 2.22